DFT (wB97M-V/def2-TZVPD) results for a 11-piece molecular cluster, BH24O10 overall in a non-equilibrium geometry.

Each line ends with the Mulliken charge.
Geometry (Å):
B 0.34 -0.21 0.28  1.62
H 1.06 0.43 -0.40  -0.57
H -0.73 -0.14 -0.22  -0.75
H 0.81 -1.45 0.46  -0.14
H 0.32 0.19 1.49  -0.26
O 2.05 1.87 1.65  -0.69
H 2.73 1.96 1.02  0.33
H 1.58 1.32 1.23  0.17
O 1.31 -2.30 -1.90  -0.66
H 0.66 -2.05 -1.13  0.30
H 0.82 -2.95 -2.44  0.31
O 3.50 -0.38 2.84  -0.60
H 3.13 0.25 2.30  0.34
H 2.77 -0.80 3.10  0.28
O -0.72 -0.22 -3.22  -0.76
H -0.24 -0.65 -2.56  0.22
H -1.59 -0.06 -2.69  0.45
O -2.82 0.38 -2.22  -0.67
H -2.26 0.48 -1.47  0.20
H -2.81 1.29 -2.43  0.35
O -1.48 -3.23 1.40  -0.72
H -1.13 -2.39 1.06  0.33
H -1.85 -2.92 2.37  0.35
O 2.19 1.97 -2.55  -0.67
H 2.39 1.24 -3.06  0.29
H 1.88 1.69 -1.64  0.30
O -0.11 -1.82 3.54  -0.69
H -0.79 -2.57 3.19  0.27
H 0.08 -1.38 2.68  0.24
O -0.32 2.81 -1.00  -0.53
H -0.98 3.16 -1.63  0.28
H -0.88 2.07 -0.62  0.15
O -3.20 1.42 1.10  -0.65
H -2.37 0.96 1.10  0.31
H -3.32 1.99 0.37  0.29

Charge   -1
HOMO-LUMO gap   9.4 eV
E_LUMO   2.31 eV
Calculated total energy   -791.5419 hartree
Relative energy (zero: lowest compared OMol25 entry of this formula, charge and spin)   95.7 kcal per mole
Max |F|   10.7 eV Å⁻¹